No. 1
{
  "formula": "C9H14",
  "method": "the ωB97M-V functional and the def2-TZVPD basis",
  "gap_ev": 10.038,
  "de_lowest_kcal_mol": 5.2,
  "smiles": "Cc1ccccc1.CC",
  "total_charge": 0,
  "lumo_ev": 1.01,
  "homo_energy_ev": -9.03,
  "e_tot_ev": -9559.95574,
  "symbols": ["C", "C", "C", "C", "C", "C", "C", "H", "H", "H", "H", "H", "H", "H", "H", "C", "C", "H", "H", "H", "H", "H", "H"],
  "xyz": [[2.73171, -1.88352, -0.28126], [-1.41618, -1.30099, 0.59129], [-0.44632, -0.84357, 1.48825], [-1.06781, -1.88260, -0.60357], [0.87602, -1.07214, 1.18293], [0.28897, -2.03934, -0.91430], [1.27154, -1.67234, -0.02138], [-2.45841, -1.25635, 0.89171], [-0.75624, -0.21370, 2.31453], [-1.83626, -2.27063, -1.25674], [1.65905, -0.68047, 1.82481], [0.54514, -2.47332, -1.88079], [2.91792, -2.48826, -1.16794], [3.22422, -2.37302, 0.55818], [3.22401, -0.92956, -0.47703], [-1.13193, 2.29889, 0.16773], [-1.00711, 3.53314, -0.73436], [-1.41402, 2.60579, 1.17441], [-1.97845, 1.71314, -0.21523], [-0.25953, 1.64819, 0.15359], [-1.00894, 3.31548, -1.79784], [-0.10117, 4.07842, -0.47450], [-1.85619, 4.18676, -0.52247]],
  "forces_ev_per_angstrom": [[0.2, 0.1, -0.4], [-0.5, -0.1, 0.7], [-0.3, 0.1, -0.7], [0.5, -0.2, 0.2], [0.5, 0.5, -0.1], [-0.5, -0.3, -0.6], [-0.1, 0.0, 0.5], [0.0, 0.2, -0.2], [0.2, -0.4, 0.2], [0.0, 0.1, -0.2], [-0.1, -0.1, 0.1], [0.1, 0.0, 0.2], [-0.2, -0.1, 0.0], [0.0, 0.1, 0.1], [0.1, 0.1, 0.2], [-0.8, 0.0, -0.9], [0.0, 0.1, 0.8], [0.3, -0.1, 0.1], [0.2, -0.1, 0.2], [0.0, 0.1, 0.2], [0.1, -0.2, -0.1], [0.1, 0.2, -0.2], [0.1, 0.1, -0.2]],
  "mulliken_charge": [-1.414, -0.317, -0.666, -0.602, -0.198, -0.278, 0.641, 0.379, 0.417, 0.387, 0.325, 0.309, 0.369, 0.340, 0.295, -0.600, -1.026, 0.296, 0.254, 0.189, 0.315, 0.288, 0.297]
}

---

No. 2
{
  "formula": "C9H14",
  "method": "the ωB97M-V functional and the def2-TZVPD basis",
  "gap_ev": 10.050,
  "de_lowest_kcal_mol": 5.5,
  "smiles": "Cc1ccccc1.CC",
  "total_charge": 0,
  "lumo_ev": 1.05,
  "homo_energy_ev": -9.00,
  "e_tot_ev": -9559.94418,
  "symbols": ["C", "C", "H", "H", "H", "H", "H", "H", "C", "C", "C", "C", "C", "C", "C", "H", "H", "H", "H", "H", "H", "H", "H"],
  "xyz": [[1.11099, -2.19960, -0.93670], [-0.19271, -2.72576, -0.34892], [1.11998, -1.11008, -0.94268], [1.93310, -2.48714, -0.28427], [1.32940, -2.58616, -1.92911], [-0.28341, -3.80925, -0.40721], [-1.06337, -2.40289, -0.93359], [-0.31853, -2.32831, 0.65045], [-0.65510, 1.26342, -1.82694], [0.89593, 2.14023, 1.50184], [0.67126, 2.05364, 0.13888], [0.10774, 1.40868, 2.37261], [-0.34669, 1.24433, -0.34428], [-0.91393, 0.58492, 1.89446], [-1.15961, 0.51102, 0.54223], [1.60488, 2.82580, 1.93393], [1.30311, 2.60413, -0.55104], [0.26226, 1.44520, 3.43437], [-1.45932, 0.00385, 2.62417], [-0.99813, 2.25159, -2.14341], [-1.39004, 0.49795, -2.06111], [-1.79634, -0.19380, 0.01746], [0.23852, 1.00825, -2.40114]],
  "forces_ev_per_angstrom": [[0.1, -0.1, 0.4], [-0.5, 0.2, -0.9], [-0.1, 0.0, -0.2], [0.2, -0.1, 0.0], [-0.1, 0.1, -0.1], [0.3, -0.1, 0.5], [0.1, 0.3, 0.0], [-0.1, -0.3, 0.3], [0.4, -0.4, 0.3], [-0.4, 0.1, 0.4], [0.1, 0.0, 0.1], [-0.5, -0.3, -0.3], [-0.5, 0.4, -0.1], [0.3, 0.0, 0.5], [1.1, 0.1, -1.3], [0.4, 0.0, -0.2], [-0.1, 0.0, 0.0], [0.2, 0.2, 0.3], [-0.2, -0.1, -0.1], [-0.1, -0.2, 0.0], [-0.3, 0.1, -0.1], [-0.5, 0.1, 0.7], [0.0, 0.1, 0.0]],
  "mulliken_charge": [-0.651, -0.765, 0.094, 0.279, 0.297, 0.351, 0.192, 0.216, -1.479, -0.480, -0.382, -0.405, 0.767, -0.613, -0.325, 0.372, 0.366, 0.384, 0.374, 0.396, 0.345, 0.335, 0.330]
}

---

No. 3
{
  "formula": "C9H14",
  "method": "the ωB97M-V functional and the def2-TZVPD basis",
  "gap_ev": 10.105,
  "de_lowest_kcal_mol": 12.2,
  "smiles": "Cc1ccccc1.CC",
  "total_charge": 0,
  "lumo_ev": 1.01,
  "homo_energy_ev": -9.09,
  "e_tot_ev": -9559.65179,
  "symbols": ["C", "C", "C", "C", "C", "C", "C", "H", "H", "H", "H", "H", "H", "H", "H", "C", "C", "H", "H", "H", "H", "H", "H"],
  "xyz": [[-1.40402, 1.98741, -1.19302], [2.51558, 0.13823, -1.00738], [2.37370, 1.49617, -1.19691], [1.37171, -0.65247, -0.96471], [1.10518, 2.07913, -1.27440], [0.13872, -0.05145, -1.07210], [-0.05005, 1.33998, -1.05740], [3.47302, -0.35762, -0.91213], [3.21273, 2.17370, -1.30769], [1.41458, -1.72279, -0.80773], [1.08351, 3.15796, -1.34265], [-0.81599, -0.56900, -1.09071], [-2.19347, 1.26965, -1.02672], [-1.49239, 2.38358, -2.20412], [-1.51296, 2.77522, -0.45107], [-0.78230, -2.19280, 2.75058], [-1.49538, -1.72302, 1.47761], [-1.54175, -2.50769, 3.46540], [-0.17912, -3.05604, 2.50996], [-0.21897, -1.38613, 3.21178], [-0.81031, -1.38324, 0.70249], [-1.96414, -0.74509, 1.64529], [-2.22788, -2.45368, 1.14562]],
  "forces_ev_per_angstrom": [[0.5, -0.3, 0.3], [0.0, -0.6, 0.0], [-0.3, 0.6, -0.3], [-0.1, 0.0, 0.0], [0.6, 0.2, 1.2], [-1.6, 0.9, 0.6], [0.9, -0.4, -1.7], [0.1, 0.3, 0.0], [0.2, -0.3, 0.1], [0.2, 0.0, -0.2], [-0.2, 0.1, -0.2], [0.4, -0.6, 0.0], [-0.3, -0.2, 0.0], [-0.2, 0.2, 0.1], [-0.1, 0.2, -0.1], [-0.9, 0.1, -0.5], [0.3, 1.2, 0.4], [0.1, -0.1, 0.2], [0.5, -0.1, 0.2], [0.3, -0.1, -0.1], [0.2, -1.0, -0.1], [-0.6, -0.3, 0.4], [0.0, 0.1, -0.3]],
  "mulliken_charge": [-1.415, -0.465, -0.342, -0.337, -0.515, -0.739, 0.882, 0.359, 0.361, 0.378, 0.322, 0.527, 0.385, 0.334, 0.340, -0.941, -0.461, 0.302, 0.271, 0.295, -0.179, 0.268, 0.372]
}